72
Properties=species:S:1:pos:R:3:forces:R:3:mulliken_charge:R:1 method="wB97M-V/def2-TZVPD" e_tot_ev=-91140.959 charge=+2 spin_multiplicity=2 homo_energy_ev="-13.21 / -13.21" lumo_energy_ha="-0.2710 / -0.2666" homo_lumo_gap_ev="5.833 / 5.953"
I -0.165968 -1.429698 -8.760671 0.0 0.6 0.0 -0.021
I -0.165906 1.272073 -8.787386 0.0 -0.6 0.0 -0.017
Ti -0.116638 0.051782 -1.867294 -0.1 -0.1 0.9 0.289
P -2.545741 -0.078618 -2.443283 -1.5 0.1 0.6 1.184
C -3.436515 -0.133363 -4.029251 0.2 0.0 -0.2 -1.175
C -3.243326 -1.493027 -1.524378 -0.1 -0.1 0.0 -1.203
H -4.331749 -1.380818 -1.453624 0.2 -0.1 0.0 0.431
H -4.317737 1.310460 -1.530872 0.2 0.1 0.0 0.395
H -2.821276 -1.570521 -0.517884 -0.2 0.1 -0.4 0.094
H -2.791525 1.557962 -0.637662 -0.1 -0.1 -0.3 -0.041
H -3.177581 -1.039834 -4.580410 0.0 0.0 0.0 0.415
H -3.008036 -2.419549 -2.061699 -0.1 0.1 0.1 0.402
C -3.229674 1.407233 -1.628163 -0.1 0.1 -0.1 -1.130
H -4.519091 -0.123791 -3.863136 0.2 0.0 0.1 0.437
H -3.001634 2.291839 -2.237417 -0.1 -0.2 0.1 0.390
H -3.172711 0.725295 -4.650177 0.0 0.0 0.0 0.412
P 2.242194 -0.081946 -2.482174 1.1 0.0 0.8 1.050
C 3.140110 -0.149073 -4.049659 -0.2 0.0 -0.2 -1.128
C 2.862711 1.418396 -1.641488 0.3 0.1 0.0 -0.980
H 2.364104 -1.580661 -0.559136 0.1 0.1 -0.4 -0.033
H 3.936900 -1.444440 -1.410447 -0.2 -0.1 0.0 0.428
H 2.612395 -2.445769 -2.079933 0.1 0.2 0.0 0.446
C 2.849462 -1.520715 -1.537202 0.2 -0.2 -0.1 -1.216
H 2.372428 1.559675 -0.671278 0.2 -0.2 -0.3 -0.069
H 3.947189 1.334901 -1.496374 -0.2 0.1 0.0 0.410
H 4.218610 -0.145276 -3.868704 -0.1 0.0 0.0 0.452
H 2.877303 0.709760 -4.669514 0.1 0.0 0.0 0.412
H 2.651098 2.302120 -2.258105 0.1 -0.2 0.0 0.449
H 2.871988 -1.056898 -4.593520 0.1 0.0 0.0 0.409
C -0.139118 -0.126818 -4.098777 -0.2 -0.1 -5.1 0.518
O -0.158716 -0.170490 -5.253704 0.1 0.1 4.1 -0.156
C -2.583945 -0.459530 1.812244 -0.3 0.0 -0.1 -2.095
C -1.218620 -1.111775 2.062681 0.3 0.1 0.4 2.117
C -1.153590 -1.490072 3.549427 -0.3 -0.3 0.2 -1.853
C -1.125697 -2.403169 1.231482 0.0 -0.3 0.1 -1.846
P 0.152603 0.058799 1.543389 -0.1 -0.1 -0.8 0.339
N 0.110481 0.018233 -0.104306 0.1 0.3 0.0 0.230
C -0.183771 1.838919 2.048218 0.0 -0.2 0.4 1.487
C -0.599754 1.901552 3.531141 0.1 0.3 0.2 -1.698
C 1.063708 2.707129 1.832302 0.2 0.4 0.3 -1.709
C -1.298606 2.494887 1.227124 -0.4 0.3 0.1 -1.703
C 1.801023 -0.555720 2.228144 0.0 0.2 0.3 1.981
C 3.031433 0.102441 1.582711 0.1 0.1 -0.4 -1.208
C 1.894200 -0.244889 3.733182 0.2 -0.2 0.3 -2.048
C 1.952976 -2.073487 2.024599 0.2 -0.2 0.2 -1.885
H -3.345144 -1.250825 1.917310 0.2 0.3 0.0 0.587
H -2.660673 -0.043039 0.798522 0.0 -0.1 0.4 0.207
H -2.827656 0.323313 2.542160 0.1 -0.3 -0.2 0.356
H -2.043152 -2.112511 3.749946 0.3 0.2 0.1 0.554
H -0.275319 -2.098449 3.795386 -0.3 0.2 0.0 0.320
H -1.195863 -0.614632 4.211746 0.0 -0.4 -0.2 0.307
H -0.967229 -2.214072 0.164875 -0.1 0.0 0.2 0.263
H -0.319621 -3.064376 1.569221 -0.3 0.2 -0.1 0.377
H -2.076444 -2.946185 1.365682 0.3 0.1 -0.1 0.478
H 0.149172 1.466433 4.203991 -0.4 0.2 -0.2 0.282
H -0.704243 2.967212 3.795068 0.0 -0.4 0.0 0.518
H -1.566883 1.418419 3.715283 0.3 0.2 0.0 0.289
H 1.389664 2.716465 0.782339 0.0 -0.1 0.3 0.180
H 0.780908 3.740455 2.094762 0.1 -0.3 -0.2 0.608
H 1.901456 2.452828 2.494538 -0.3 0.0 -0.3 0.318
H -1.066990 2.540209 0.157430 0.0 -0.1 0.2 0.220
H -2.287158 2.045421 1.386580 0.4 0.1 -0.1 0.349
H -1.386632 3.537122 1.584275 0.1 -0.4 -0.2 0.577
H 3.064688 1.190371 1.691790 0.0 -0.4 -0.1 0.326
H 3.912134 -0.307608 2.095577 -0.2 0.1 -0.1 0.632
H 3.133766 -0.156683 0.523961 0.0 0.2 0.4 -0.243
H 1.048854 -0.648437 4.302743 0.4 0.2 -0.1 0.353
H 2.812037 -0.725863 4.111867 -0.3 0.1 -0.1 0.552
H 1.995546 0.830365 3.923484 0.0 -0.3 0.0 0.346
H 1.323497 -2.660431 2.704384 0.2 0.2 -0.3 0.373
H 1.766646 -2.387663 0.992056 -0.1 0.0 0.3 0.341
H 2.998635 -2.331383 2.265980 -0.4 0.1 -0.1 0.565